64
Properties=species:S:1:pos:R:3:mulliken_charge:R:1 method="wB97M-V/def2-TZVPD" relative_energy_kcal_mol=10.08
P -0.7413 0.0599 -2.4245 1.297
P -1.2315 0.1746 2.1394 0.538
C -0.2603 -0.2821 -0.6758 1.379
C -1.4398 -0.2782 0.3362 -1.147
H 0.5504 0.4391 -0.3484 -0.524
H 0.2295 -1.2556 -0.6436 -0.799
H -2.2199 0.4382 0.0256 0.500
H -1.9189 -1.2819 0.3541 0.561
C 0.1334 -0.9390 2.6225 -0.688
H 0.5269 -0.5015 3.5411 0.469
H 0.9612 -0.9206 1.9118 -0.488
H -0.1409 -1.9829 2.8470 0.519
C -2.6566 -0.6549 2.9384 -1.156
H -2.3870 -1.6057 3.4250 0.325
H -3.4503 -0.7753 2.1799 0.344
H -3.0236 0.0513 3.6997 0.350
C 0.4021 -0.2667 -3.7696 -1.556
H 0.2852 0.4681 -4.5669 0.435
H 0.1809 -1.2344 -4.2214 0.615
H 1.4369 -0.2599 -3.4414 0.382
C -2.2306 -0.8328 -2.9847 -1.299
H -2.7419 -1.3854 -2.1786 0.332
H -1.9358 -1.5566 -3.7712 0.399
H -2.9309 -0.1107 -3.4390 0.474
Cd 2.5946 0.9258 0.9371 -0.502
C 1.1035 -3.2039 0.7671 0.332
C 2.4178 -3.0735 1.0016 -0.301
C 3.4588 -3.5865 0.0364 -0.871
C 2.9068 -3.8845 -1.3634 -0.951
C 2.0568 -2.8269 -2.0064 -0.175
C 0.7183 -2.8947 -2.1353 -0.306
C -0.1483 -3.8687 -1.4193 -0.892
C 0.3598 -4.2434 0.0036 -1.228
C -1.0321 1.8432 -2.1869 -1.001
H 0.3795 -2.6361 1.3226 -0.277
H 2.8497 -2.7804 1.9839 0.493
H 3.9371 -4.5186 0.3742 0.358
H 4.2438 -2.8259 -0.0648 0.425
H 3.7861 -3.9423 -2.0254 0.428
H 2.3804 -4.8560 -1.4123 0.271
H 2.6071 -2.0781 -2.5736 0.284
H 0.1804 -2.5368 -3.0290 0.627
H -0.1762 -4.8308 -1.9546 0.490
H -1.1826 -3.4818 -1.3564 0.172
H -0.5796 -4.4410 0.5774 0.403
H 0.9597 -5.1543 -0.0265 0.381
H -1.0198 1.9853 -1.1007 0.202
H -2.0184 2.1566 -2.5525 0.359
H -0.2235 2.4584 -2.6041 0.357
C 0.3229 5.9234 2.9505 -1.550
C -0.2065 4.9176 1.8632 1.665
C -1.6461 4.3760 2.0635 -1.192
C -0.4248 5.8165 0.6165 -1.437
C 0.6750 3.6961 1.5961 0.074
C 1.3726 2.6914 1.3704 -0.880
H -0.2971 6.8213 3.0758 0.353
H 1.2992 6.3009 2.6306 0.414
H 0.4870 5.4816 3.9442 0.351
H -2.4238 5.1347 2.3115 0.338
H -1.9245 3.9071 1.0885 0.242
H -1.6910 3.5686 2.8027 0.255
H 0.5286 6.1723 0.2162 0.384
H -0.9920 5.2756 -0.1640 0.300
H -1.0365 6.7047 0.8857 0.343